1.
ORCA calculation (the ωB97M-V functional and the def2-TZVPD basis) on a structure of composition C33H84Cl7N4O15.

Values from the calculation:
M, g/mol: 1025.2
HOMO energy, eV: -5.63
Energy, eV: -159895.2942
F_max, hartree/bohr: 0.22403

Geometry as ORCA input:
```
! RIJCOSX wB97M-V def2-TZVPD def2/J DEFGRID3
* xyz -1 1
Cl 4.5142 1.9362 -33.7630
O 5.5331 0.9234 -34.0264
O 4.7649 2.5365 -32.4803
O 4.6758 2.9576 -34.7878
O 3.1723 1.4215 -33.7730
Cl 7.8962 -2.7139 -29.3690
C 8.1722 -2.0256 -30.9837
C 7.0265 -1.1134 -31.3918
Cl 7.0271 0.3551 -30.4493
H 8.1776 -2.8545 -31.6922
H 9.1338 -1.5222 -30.9980
H 6.0572 -1.5880 -31.2368
H 7.0499 -0.8633 -32.4536
Cl 10.1361 3.0063 -33.8178
C 8.3648 3.2296 -34.0134
C 7.9250 4.6767 -34.0375
Cl 8.7223 5.6744 -35.2798
H 7.8723 2.6727 -33.2185
H 8.0858 2.7458 -34.9477
H 8.0825 5.1455 -33.0682
H 6.8536 4.6417 -34.2408
Cl 1.1616 -1.3314 -36.2500
C 2.4023 -0.1029 -36.0882
C 3.0054 0.3920 -37.3721
Cl 1.8088 1.3852 -38.2584
H 3.1488 -0.5799 -35.4514
H 1.9965 0.7132 -35.4926
H 3.3179 -0.4153 -38.0318
H 3.8995 0.9751 -37.1582
C 4.2164 6.9432 -34.6775
O 3.7514 7.6181 -33.4942
H 3.4375 7.0160 -35.4362
H 5.1173 7.4278 -35.0573
H 4.3849 5.8958 -34.4166
H 4.4687 8.1491 -33.1471
C 7.0249 0.5174 -37.3984
O 6.0522 -0.2608 -36.7289
H 8.0402 0.1704 -37.1859
H 6.8345 0.5593 -38.4701
H 6.9536 1.5474 -37.0286
H 5.8796 0.1285 -35.8637
C 1.5228 4.6482 -32.8650
O 1.3922 5.9887 -33.3962
H 2.5855 4.4454 -33.0404
H 1.3733 4.6643 -31.7797
H 0.8952 3.8819 -33.3079
H 2.1959 6.3884 -33.0411
C -1.5359 1.5656 -32.7602
O -0.9607 1.1955 -31.5071
C -0.1551 0.0485 -31.6507
C 0.5890 -0.3326 -30.3946
N 1.1125 0.7826 -29.6142
C 2.0782 1.5571 -30.3998
C 2.6450 2.7614 -29.6387
O 1.5801 3.5705 -29.1966
C 1.9684 4.4173 -28.1215
H -2.1631 0.7964 -33.2166
H -0.7110 1.8209 -33.4315
H -2.1171 2.4456 -32.4966
H 0.6001 0.2796 -32.4210
H -0.7162 -0.8104 -32.0386
H 1.3751 -1.0777 -30.5834
H -0.0981 -0.8953 -29.7483
H 1.5209 0.4044 -28.7684
H 1.5049 1.9943 -31.2200
H 2.8705 0.8971 -30.7695
H 3.3022 3.2867 -30.3376
H 3.2676 2.3023 -28.8585
H 1.5472 5.4054 -28.3138
H 3.0506 4.5340 -28.0304
H 1.5702 3.9864 -27.1991
C 5.9797 -1.8611 -33.1547
O 5.2176 -1.5378 -31.9895
C 4.1715 -0.6293 -32.2761
C 2.9306 -1.3023 -32.8823
N 2.3534 -2.1765 -31.8777
C 1.2576 -3.0113 -32.3702
C 0.7066 -3.8568 -31.2441
O 1.7395 -4.6201 -30.6375
C 1.3187 -5.4052 -29.5494
H 6.2890 -0.9516 -33.6720
H 5.3864 -2.5534 -33.7548
H 6.8741 -2.3986 -32.8380
H 4.4951 0.2308 -32.8776
H 3.9575 -0.1211 -31.3315
H 3.3394 -1.8844 -33.7196
H 2.2154 -0.5499 -33.2065
H 3.0002 -2.8378 -31.4640
H 1.5959 -3.6287 -33.2120
H 0.4027 -2.3908 -32.6528
H -0.0793 -4.5301 -31.5987
H 0.3213 -3.1478 -30.5018
H 2.2308 -5.8532 -29.1504
H 0.7266 -6.2653 -29.8807
H 0.8392 -4.7996 -28.7781
C -3.2023 8.8075 -34.1062
O -2.8720 7.5167 -34.5692
C -3.8716 6.9825 -35.4067
C -3.6101 5.4898 -35.5922
N -2.2676 5.2481 -36.1343
C -2.0132 3.7999 -36.2697
C -0.5793 3.5988 -36.7273
O 0.2828 4.2808 -35.8214
C 1.6143 3.8665 -36.0226
H -2.8850 9.5977 -34.7988
H -2.6227 9.0016 -33.2050
H -4.2753 8.9343 -33.9455
H -3.8711 7.4713 -36.3904
H -4.8739 7.1247 -34.9853
H -4.3945 5.1673 -36.2975
H -3.7740 4.9593 -34.6544
H -2.3844 5.5069 -37.1134
H -2.7107 3.4085 -37.0267
H -2.2021 3.2316 -35.3572
H -0.4228 4.0859 -37.6975
H -0.3237 2.5373 -36.7593
H 1.7296 2.7998 -35.8292
H 2.3303 4.3835 -35.3827
H 2.0297 4.1474 -36.9994
C 14.0905 2.6962 -31.7860
O 13.3640 3.8747 -31.8122
C 13.5579 4.6950 -30.6507
C 12.4056 5.6390 -30.4382
N 11.2024 4.9462 -29.9827
C 10.1455 5.9246 -29.7008
C 8.8808 5.2433 -29.2887
O 8.3135 4.5426 -30.3993
C 6.9194 4.3253 -30.2859
H 13.8914 2.0368 -32.6315
H 13.9006 2.0646 -30.9079
H 15.1788 2.8569 -31.8090
H 14.4633 5.2384 -30.9444
H 13.6858 4.0547 -29.7743
H 12.2029 6.1379 -31.3998
H 12.6399 6.4587 -29.7585
H 10.8048 4.3975 -30.7418
H 9.9311 6.5598 -30.5755
H 10.4468 6.6545 -28.9433
H 8.1295 5.9703 -28.9634
H 9.0397 4.5453 -28.4603
H 6.5074 4.3507 -31.2983
H 6.3329 5.0725 -29.7443
H 6.7793 3.3154 -29.8931
*
```

Results of the Mulliken charge analysis, in e, for atoms 1 through 99: 0.794 -0.365 -0.092 -0.802 -0.099 -0.243 -0.427 -0.094 -0.189 0.295 0.414 0.406 -0.112 -0.201 0.311 0.375 -0.239 -0.189 0.130 0.059 -0.236 -0.252 1.619 -0.098 -0.198 -0.693 -0.949 0.488 0.024 -0.160 -0.586 0.196 0.412 -0.163 0.294 -0.578 -0.514 0.257 0.308 0.133 0.198 0.017 -0.549 -0.053 0.432 -0.141 0.246 -0.488 -0.422 -0.036 -0.808 -0.385 0.630 -0.897 -0.269 -0.838 0.307 0.013 0.341 -0.320 0.657 0.489 0.446 0.335 -0.272 -0.592 0.335 0.526 0.252 0.334 0.246 -1.133 -0.473 1.387 0.184 -0.111 -0.586 -0.459 -0.289 -0.790 0.333 0.350 0.380 -1.473 0.390 0.847 -0.749 0.296 0.514 0.111 0.468 0.110 0.242 0.280 0.320 -0.770 -0.199 -0.596 -0.795

=====

2.
ORCA calculation (the ωB97M-V functional and the def2-TZVPD basis) on a cluster of 9 separate species, C33H84O11S in total.

Values from the calculation:
M, g/mol: 689.1
HOMO energy, eV: -9.93
ΔE to the lowest compared entry with this formula, charge and spin, eV: 0.0000
Energy, eV: -68940.3352
F_max, hartree/bohr: 0.01697

Geometry as ORCA input:
```
! RIJCOSX wB97M-V def2-TZVPD def2/J DEFGRID3
* xyz 0 1
C 5.9920 3.2795 -1.1015
C 6.1506 2.4593 -2.3847
C 5.3069 1.1732 -2.3986
C 4.7870 0.7390 -3.7860
C 3.3178 0.3161 -3.7162
C 2.3630 1.4861 -3.4007
C 1.5482 1.1728 -2.1498
O 0.2079 1.7068 -2.1460
S -0.1481 3.1764 -1.6116
O -0.0740 3.1133 -0.1642
O 1.2082 3.9524 -2.0375
C 1.1562 4.6706 -3.2911
C 1.1538 6.1636 -3.0316
H 6.4206 4.2800 -1.2119
H 6.4908 2.8116 -0.2445
H 4.9327 3.4003 -0.8472
H 7.2113 2.2173 -2.5260
H 5.8657 3.0836 -3.2410
H 5.8842 0.3491 -1.9638
H 4.4462 1.3233 -1.7347
H 4.9021 1.5827 -4.4811
H 5.3801 -0.0855 -4.1889
H 3.0250 -0.1736 -4.6443
H 3.2304 -0.4284 -2.9133
H 1.6811 1.6880 -4.2339
H 2.9501 2.3977 -3.2344
H 2.0574 1.4967 -1.2350
H 1.3873 0.0949 -2.0671
H 2.0347 4.3556 -3.8593
H 0.2694 4.3615 -3.8582
H 1.1088 6.7081 -3.9788
H 2.0608 6.4596 -2.4992
H 0.2915 6.4506 -2.4236
C 4.7111 1.7040 2.8056
C 4.6360 0.3346 2.1528
C 5.7628 -0.5773 2.6101
O 4.6344 0.4475 0.7287
H 5.6570 2.1884 2.5403
H 3.8911 2.3364 2.4672
H 4.6586 1.6258 3.8923
H 3.6731 -0.1196 2.3897
H 6.7320 -0.1469 2.3396
H 5.6803 -1.5554 2.1356
H 5.7440 -0.7112 3.6928
H 5.4340 0.9165 0.4645
C 0.1699 -1.2161 2.6789
C 0.3785 0.0218 3.5360
C -0.9262 0.7526 3.8100
O 1.3393 0.8944 2.9410
H -0.2486 -0.9335 1.7079
H 1.1173 -1.7274 2.5065
H -0.5236 -1.9119 3.1533
H 0.8328 -0.2671 4.4871
H -1.3718 1.0875 2.8706
H -0.7488 1.6288 4.4342
H -1.6468 0.1025 4.3097
H 0.9933 1.1793 2.0858
C -3.6404 0.9387 0.7784
C -3.3406 -0.1758 -0.2128
C -1.8514 -0.4383 -0.3230
O -3.9067 0.1139 -1.4903
H -3.1681 1.8703 0.4534
H -4.7159 1.1033 0.8538
H -3.2481 0.6981 1.7696
H -3.8494 -1.0897 0.1046
H -1.3372 0.4554 -0.6833
H -1.6526 -1.2520 -1.0215
H -1.4340 -0.7056 0.6477
H -3.4785 0.9095 -1.8268
C -5.9134 -3.3655 1.3101
C -5.1942 -3.7976 2.5768
C -5.9955 -3.4696 3.8226
O -3.9029 -3.1840 2.6479
H -6.0875 -2.2852 1.3387
H -5.3023 -3.5893 0.4353
H -6.8775 -3.8628 1.1961
H -4.9859 -4.8688 2.5314
H -6.1399 -2.3870 3.8788
H -5.4600 -3.7880 4.7180
H -6.9764 -3.9475 3.8149
H -4.0412 -2.2298 2.6824
C 9.5480 -0.6801 -4.5991
C 8.5461 -1.7858 -4.3109
C 9.0536 -3.1480 -4.7526
O 7.2834 -1.4934 -4.9072
H 9.7390 -0.6161 -5.6745
H 9.1617 0.2820 -4.2630
H 10.4988 -0.8699 -4.0991
H 8.3339 -1.8094 -3.2393
H 9.2317 -3.1513 -5.8321
H 8.3209 -3.9216 -4.5244
H 9.9923 -3.3979 -4.2562
H 7.4018 -1.4572 -5.8632
C 0.1544 -2.7394 -5.3747
C 1.1101 -2.3674 -6.4962
C 1.2082 -3.4555 -7.5519
O 2.3986 -2.0422 -5.9767
H 0.5035 -3.6436 -4.8673
H 0.0952 -1.9363 -4.6400
H -0.8480 -2.9344 -5.7584
H 0.7712 -1.4402 -6.9646
H 1.5854 -4.3802 -7.1051
H 1.8906 -3.1568 -8.3472
H 0.2317 -3.6675 -7.9895
H 2.7567 -2.8247 -5.5424
C -5.8555 1.1055 6.6969
C -5.5893 -0.0760 5.7859
C -4.1108 -0.3616 5.5950
O -6.2298 0.1424 4.5186
H -5.4188 2.0195 6.2831
H -6.9318 1.2573 6.7754
H -5.4569 0.9645 7.7017
H -6.0815 -0.9619 6.1931
H -3.6122 0.5000 5.1400
H -3.9705 -1.2220 4.9389
H -3.6191 -0.5707 6.5458
H -5.8182 0.9181 4.1190
C -9.6576 -1.2453 4.0418
C -10.1864 -0.1098 4.9037
C -10.5437 1.1147 4.0775
O -9.2477 0.2233 5.9248
H -8.7431 -0.9319 3.5303
H -9.4206 -2.1121 4.6590
H -10.3889 -1.5416 3.2877
H -11.0713 -0.4482 5.4483
H -9.6558 1.4869 3.5579
H -10.9255 1.9100 4.7175
H -11.2986 0.8767 3.3265
H -8.4441 0.5268 5.4804
*
```

Results of the Mulliken charge analysis, in e, for atoms 1 through 99: -1.201 -0.439 0.465 -1.002 -0.558 -0.221 -0.804 -0.266 0.354 -0.489 -0.151 -0.278 -1.314 0.426 0.242 0.241 0.188 0.391 0.600 -0.407 0.323 0.150 0.165 0.390 0.657 -0.099 0.416 0.544 0.333 0.454 0.399 0.303 0.293 -1.347 0.936 -1.495 -0.381 0.410 0.264 0.415 -0.109 0.366 0.341 0.406 0.114 -0.637 0.314 -0.792 -0.411 -0.193 0.355 0.464 0.363 0.050 0.375 0.125 0.256 -0.783 0.607 -0.230 -0.604 0.283 0.350 -0.039 -0.077 -0.186 0.457 -0.398 0.362 -1.251 0.461 -0.900 -0.465 0.224 0.293 0.442 0.303 -0.095 0.305 0.470 0.182 -1.214 0.506 -1.409 -0.460 0.342 0.228 0.387 0.237 0.367 0.329 0.377 0.287 -1.160 0.467 -1.418 -0.441 0.337 0.188